{
  "formula": "C49H49N5P2S2SiTc",
  "method": "ωB97M-V/def2-TZVPD",
  "largest_force_ev_per_a": 0.91,
  "spin_multiplicity": 4,
  "homo_energy_ha": [-0.253, -0.265],
  "relative_energy_ev": 0.0000,
  "molar_mass_g_mol": 960.134,
  "energy_ha": -4019.854662,
  "species": ["Tc", "S", "P", "C", "P", "S", "C", "C", "C", "C", "C", "C", "C", "C", "C", "C", "C", "C", "C", "C", "C", "C", "C", "C", "C", "C", "C", "C", "C", "C", "H", "H", "H", "H", "H", "H", "H", "H", "H", "H", "H", "H", "H", "H", "H", "H", "H", "H", "H", "H", "C", "C", "C", "C", "C", "N", "C", "C", "C", "C", "C", "C", "C", "N", "C", "C", "C", "N", "C", "C", "N", "C", "C", "C", "N", "H", "H", "H", "H", "H", "H", "H", "H", "H", "H", "H", "H", "H", "H", "H", "H", "H", "H", "C", "Si", "C", "C", "C", "H", "H", "H", "H", "H", "H", "H", "H", "H", "H", "H"],
  "coordinates": [[0.8050, -0.5112, -0.5110], [-2.0526, -0.9529, 2.9560], [-1.4241, 0.8950, 2.7274], [-1.0145, 1.6323, 1.1462], [-2.1768, 1.1973, -0.1345], [-1.8604, -0.6218, -0.9299], [-2.0534, 2.4593, -1.4640], [-1.7722, 3.7919, -1.1663], [-1.7669, 4.7544, -2.1699], [-2.0577, 4.3954, -3.4811], [-2.3509, 3.0725, -3.7839], [-2.3430, 2.1068, -2.7813], [-3.9042, 1.3940, 0.3807], [-4.7818, 0.3199, 0.3019], [-6.1240, 0.4938, 0.6254], [-6.5855, 1.7397, 1.0227], [-5.7073, 2.8178, 1.1050], [-4.3703, 2.6482, 0.7842], [-2.6555, 2.0495, 3.4592], [-2.3602, 3.4031, 3.6086], [-3.2764, 4.2653, 4.1941], [-4.5011, 3.7808, 4.6404], [-4.8007, 2.4327, 4.4967], [-3.8792, 1.5697, 3.9089], [0.0713, 1.2209, 3.7449], [0.3660, 0.3634, 4.8030], [1.4910, 0.5729, 5.5934], [2.3390, 1.6406, 5.3281], [2.0558, 2.5001, 4.2748], [0.9259, 2.2931, 3.4880], [-1.5541, 4.0725, -0.1408], [-1.5422, 5.7871, -1.9259], [-2.0584, 5.1487, -4.2624], [-2.5897, 2.7891, -4.8036], [-2.5482, 1.0694, -3.0169], [-4.4045, -0.6499, -0.0031], [-6.8089, -0.3452, 0.5620], [-7.6320, 1.8766, 1.2732], [-6.0655, 3.7894, 1.4265], [-3.6867, 3.4839, 0.8558], [-1.4125, 3.7910, 3.2568], [-3.0356, 5.3166, 4.3030], [-5.2169, 4.4532, 5.0999], [-5.7571, 2.0460, 4.8375], [-4.1072, 0.5174, 3.7914], [-0.2952, -0.4769, 4.9872], [1.7074, -0.1007, 6.4159], [3.2176, 1.8030, 5.9398], [2.7172, 3.3325, 4.0603], [0.7104, 2.9641, 2.6693], [2.9018, -7.3476, -1.4007], [2.3759, -5.9405, -1.5417], [2.5347, -5.2159, -2.7184], [2.0758, -3.9212, -2.8088], [1.4266, -3.2717, -1.7494], [0.9697, -1.9551, -1.8886], [0.5803, -1.4581, -3.1643], [0.0199, -2.2048, -4.1963], [-0.3637, -1.5970, -5.3842], [-0.1935, -0.2321, -5.5866], [-0.6188, 0.4338, -6.8770], [0.3260, 0.5192, -4.5415], [0.6780, -0.0745, -3.3387], [1.0454, 0.6447, -2.1680], [1.5732, 1.8543, -2.2004], [1.6668, 2.6692, -1.0881], [0.9074, 2.4445, 0.0711], [0.2784, 1.3384, 0.4357], [1.3130, -3.9826, -0.5517], [1.7833, -5.2945, -0.4748], [0.7999, -3.3938, 0.6618], [0.6011, -4.0500, 1.8307], [0.4923, -3.1368, 2.8426], [0.6297, -1.8981, 2.2154], [0.7896, -2.0489, 0.9109], [2.8425, -7.8863, -2.3475], [2.3397, -7.9079, -0.6525], [3.9515, -7.3415, -1.0909], [3.0464, -5.6636, -3.5658], [2.2238, -3.3665, -3.7257], [-0.1294, -3.2702, -4.0586], [-0.8223, -2.1978, -6.1637], [-0.5276, -0.2488, -7.7232], [-0.0093, 1.3162, -7.0838], [-1.6647, 0.7569, -6.8281], [0.4028, 1.5966, -4.6478], [1.8979, 2.2460, -3.1614], [2.1335, 3.6381, -1.2025], [0.7195, 3.3184, 0.6857], [1.7234, -5.8342, 0.4611], [0.5216, -5.1234, 1.8687], [0.3051, -3.3275, 3.8895], [0.6178, -0.9083, 2.6437], [5.6128, -0.3529, 1.0680], [4.2463, -1.2981, 0.2071], [4.8300, -1.7372, -1.5108], [4.0324, -2.8902, 1.1680], [2.8001, -0.1358, 0.1262], [6.5601, -0.9066, 1.0175], [5.3703, -0.1922, 2.1269], [5.7693, 0.6324, 0.6062], [5.7011, -2.4043, -1.4572], [5.1207, -0.8402, -2.0749], [4.0419, -2.2537, -2.0721], [4.9970, -3.1500, 1.6247], [3.7423, -3.7160, 0.5080], [3.2946, -2.8134, 1.9752], [3.1522, 0.6776, -0.5198], [2.6903, 0.3117, 1.1268]],
  "forces_ev_per_angstrom": [[0.0, 0.4, -0.1], [-0.4, 0.1, 0.0], [0.1, 0.7, 0.1], [-0.2, -0.7, -0.6], [0.2, 0.6, 0.2], [0.4, -0.2, 0.0], [0.0, -0.1, 0.0], [0.0, 0.0, 0.0], [0.0, -0.1, 0.1], [0.0, 0.0, 0.1], [0.0, -0.1, 0.1], [0.1, 0.1, 0.0], [0.0, 0.0, 0.1], [0.0, -0.1, 0.1], [0.0, 0.0, 0.0], [0.0, 0.1, 0.0], [0.0, 0.0, 0.0], [-0.1, -0.1, -0.1], [0.0, 0.0, 0.0], [0.0, 0.1, -0.1], [0.0, 0.0, 0.0], [0.0, -0.1, 0.0], [0.0, 0.0, 0.0], [-0.1, 0.1, 0.1], [0.1, -0.1, 0.0], [0.1, 0.0, 0.1], [-0.1, 0.0, 0.0], [-0.1, 0.0, 0.0], [-0.1, 0.0, -0.1], [0.1, -0.1, 0.1], [0.0, 0.0, 0.0], [0.0, -0.1, 0.0], [0.0, -0.1, 0.1], [0.0, 0.0, 0.1], [0.0, 0.0, 0.0], [-0.1, 0.1, 0.0], [0.1, 0.1, 0.0], [0.1, 0.0, 0.0], [0.0, -0.1, 0.0], [0.0, 0.0, 0.0], [0.0, 0.0, 0.0], [0.0, 0.0, 0.0], [0.0, 0.0, 0.0], [0.1, 0.0, 0.0], [0.0, 0.0, 0.0], [0.0, 0.0, 0.0], [0.0, 0.0, -0.1], [0.0, 0.0, 0.0], [-0.1, 0.0, 0.0], [0.0, 0.0, 0.0], [0.0, 0.1, 0.0], [0.1, -0.1, 0.0], [0.1, 0.0, -0.1], [0.0, 0.0, -0.1], [-0.2, 0.5, -0.1], [-0.1, -0.2, -0.4], [0.1, -0.3, 0.3], [0.0, -0.2, 0.0], [0.0, -0.1, 0.0], [0.0, 0.1, -0.2], [0.0, 0.0, 0.2], [0.0, 0.2, 0.1], [0.1, 0.3, 0.2], [0.0, 0.0, -0.4], [-0.2, -0.1, -0.1], [0.1, 0.1, 0.2], [-0.2, -0.1, 0.0], [0.0, 0.2, 0.3], [-0.1, 0.1, 0.4], [0.0, 0.0, 0.2], [-0.1, 0.0, -0.3], [-0.1, -0.1, 0.0], [0.1, -0.1, 0.2], [0.2, 0.1, -0.1], [0.3, -0.5, 0.3], [0.0, 0.0, 0.0], [0.0, 0.0, 0.0], [-0.1, 0.0, 0.0], [-0.1, 0.0, 0.1], [0.0, 0.0, 0.0], [0.0, 0.1, -0.1], [0.1, 0.0, 0.0], [0.0, 0.0, 0.0], [0.0, -0.1, 0.0], [0.1, 0.0, 0.0], [0.0, 0.0, 0.0], [0.0, 0.0, 0.0], [0.0, 0.0, 0.0], [-0.1, 0.1, 0.0], [0.0, 0.1, 0.0], [0.1, 0.1, 0.0], [0.0, 0.0, -0.2], [0.1, -0.3, -0.1], [0.3, 0.2, 0.1], [0.1, -0.1, -0.1], [0.1, 0.0, -0.3], [-0.1, -0.2, 0.1], [-0.4, 0.0, -0.1], [-0.1, 0.1, 0.0], [0.1, 0.0, -0.2], [0.0, -0.2, 0.1], [-0.1, 0.1, -0.1], [0.0, -0.2, 0.1], [0.1, 0.1, 0.1], [-0.2, 0.0, -0.1], [0.0, 0.1, 0.1], [0.1, 0.0, -0.1], [0.0, 0.0, 0.1], [-0.1, 0.0, 0.0]],
  "mulliken_spin": [2.697, 0.001, 0.016, 0.035, 0.022, 0.015, -0.006, 0.004, 0.002, 0.000, 0.001, 0.001, -0.001, 0.002, 0.001, 0.000, 0.000, 0.000, 0.001, 0.000, 0.000, 0.000, 0.000, 0.000, 0.003, 0.001, 0.001, -0.001, 0.003, -0.001, 0.000, 0.000, 0.000, 0.000, -0.002, -0.001, 0.000, 0.000, 0.000, 0.000, -0.001, 0.000, 0.000, 0.000, 0.000, 0.000, 0.000, 0.000, 0.000, -0.005, -0.002, 0.023, -0.011, 0.046, 0.008, 0.083, 0.025, 0.030, -0.006, 0.018, -0.001, -0.015, 0.025, 0.016, -0.010, 0.096, 0.033, -0.132, 0.005, -0.018, 0.050, 0.026, 0.008, -0.058, -0.131, 0.001, 0.000, 0.002, 0.000, -0.001, 0.000, 0.000, 0.000, 0.000, 0.002, 0.000, -0.009, 0.002, -0.003, 0.000, 0.002, 0.000, 0.076, -0.001, 0.033, -0.003, 0.004, -0.020, -0.001, 0.000, 0.000, 0.000, 0.000, 0.005, 0.000, -0.001, -0.001, 0.008, 0.008]
}